ORCA calculation (ωB97M-V/def2-TZVPD) on a cluster of 7 separate species, C28H72B3BrN2O9 in total.

The value obtained for the HOMO-LUMO gap is 9.41 eV. Its charge is 0. The value obtained for the HOMO energy is -9.13 eV. As for the spin multiplicity: 1.

The geometry in XYZ format:
```
115
Properties=species:S:1:pos:R:3:lowdin_charge:R:1
C -2.73853 -0.81102 7.20502 -0.093
C -1.73137 -0.37933 6.12892 -0.222
C -1.57450 1.13709 5.86782 -0.182
C -2.74143 2.03195 6.28437 -0.199
N -3.87634 1.88392 5.32949 0.135
B -4.95985 1.01704 5.72852 -0.649
O -5.70494 1.14525 6.89652 0.299
B -7.08912 1.05321 6.76201 -0.639
N -8.00847 1.89850 7.47398 0.205
O -7.56212 0.09395 5.86153 0.231
B -6.74801 -0.23101 4.79914 -1.026
Br -7.51852 -0.97067 3.20805 0.832
O -5.39365 -0.00078 4.85944 0.217
H -2.43385 -1.75594 7.66344 0.073
H -3.73559 -0.98716 6.79090 0.063
H -2.83542 -0.08239 8.01397 0.072
H -0.74701 -0.77026 6.40778 0.099
H -1.97765 -0.87004 5.18188 0.100
H -1.43675 1.28061 4.79233 0.102
H -0.66042 1.50427 6.34795 0.102
H -2.41412 3.07518 6.26709 0.116
H -3.05611 1.83722 7.31894 0.102
H -4.25446 2.80830 5.16322 0.124
H -8.35248 2.68327 6.93950 0.086
H -7.56692 2.29008 8.29678 0.082
C -1.17577 1.03935 0.06457 -0.068
C -1.05900 -0.15859 0.99034 -0.275
O -1.76801 -0.01433 2.20798 -0.168
C -3.17882 0.12250 2.08996 -0.263
C -3.84661 -1.08178 1.45658 -0.068
H -0.92713 1.95741 0.60029 0.080
H -0.48622 0.93583 -0.77489 0.066
H -2.18057 1.14598 -0.34590 0.070
H -0.01875 -0.29322 1.29202 0.116
H -1.36557 -1.07289 0.46733 0.099
H -3.43101 1.03436 1.53490 0.114
H -3.53221 0.26943 3.10466 0.089
H -3.57311 -1.18021 0.40366 0.059
H -4.93301 -0.99844 1.51923 0.043
H -3.53954 -1.99803 1.96635 0.083
C 3.35254 1.59509 -1.08033 -0.072
C 2.47991 1.62479 -2.32450 -0.273
O 1.50967 2.66029 -2.32152 -0.167
C 2.02878 3.97616 -2.29645 -0.280
C 2.88207 4.32443 -3.50543 -0.070
H 2.73483 1.59781 -0.18019 0.073
H 3.96498 0.69231 -1.08292 0.074
H 4.02880 2.45047 -1.03028 0.066
H 1.90050 0.70270 -2.38978 0.115
H 3.10495 1.67591 -3.22150 0.093
H 2.59331 4.15223 -1.37204 0.104
H 1.15003 4.62076 -2.26168 0.118
H 3.82307 3.77294 -3.51819 0.051
H 3.11987 5.38915 -3.49658 0.077
H 2.34493 4.09372 -4.42612 0.085
C 3.01621 3.49063 3.18062 -0.078
C 1.80115 3.94888 3.96993 -0.278
O 1.66110 3.31914 5.23134 -0.170
C 2.71405 3.53994 6.15157 -0.283
C 2.90142 4.99709 6.54007 -0.081
H 3.03747 2.40169 3.11830 0.082
H 2.97173 3.89595 2.16847 0.071
H 3.95218 3.82603 3.62995 0.066
H 0.89004 3.68742 3.43126 0.117
H 1.80868 5.03982 4.08023 0.108
H 3.65491 3.12623 5.76970 0.108
H 2.44050 2.95291 7.02860 0.117
H 3.28314 5.59859 5.71413 0.066
H 3.61719 5.07150 7.35968 0.075
H 1.95328 5.42724 6.86567 0.081
C 7.42331 2.11288 -5.07500 -0.076
C 6.40826 1.71571 -4.01704 -0.284
O 5.27304 1.04138 -4.53109 -0.179
C 5.53085 -0.19406 -5.17716 -0.274
C 6.15249 -1.24466 -4.27282 -0.078
H 6.93421 2.65832 -5.88307 0.084
H 8.18546 2.75509 -4.63217 0.077
H 7.93032 1.24814 -5.50462 0.067
H 6.00489 2.60767 -3.53567 0.107
H 6.88969 1.11957 -3.23295 0.110
H 6.15261 -0.04183 -6.06661 0.109
H 4.55431 -0.53125 -5.52455 0.119
H 7.17640 -0.99515 -3.99175 0.067
H 6.17763 -2.20555 -4.78792 0.077
H 5.56515 -1.35448 -3.35987 0.079
C -3.49328 -4.82590 -0.36547 -0.074
C -3.77938 -3.88359 -1.52296 -0.277
O -2.80864 -2.86358 -1.68357 -0.173
C -1.49169 -3.30120 -1.96113 -0.285
C -1.35457 -4.07474 -3.26144 -0.081
H -3.31096 -4.25626 0.54677 0.072
H -4.34900 -5.48209 -0.20248 0.078
H -2.62407 -5.45814 -0.55239 0.067
H -4.71394 -3.35283 -1.34079 0.118
H -3.90557 -4.44910 -2.45374 0.108
H -1.09609 -3.89171 -1.12620 0.110
H -0.90199 -2.38506 -2.01089 0.115
H -1.84018 -5.05071 -3.21569 0.069
H -0.29887 -4.24153 -3.48138 0.071
H -1.79890 -3.51375 -4.08539 0.081
C -1.25947 -3.62191 -8.54787 -0.079
C -0.05833 -4.44601 -8.98023 -0.282
O 1.10889 -4.21246 -8.21135 -0.161
C 0.99960 -4.51909 -6.83360 -0.285
C 0.70448 -5.98170 -6.54372 -0.079
H -0.99384 -2.56561 -8.48971 0.083
H -2.06655 -3.73876 -9.27200 0.076
H -1.64369 -3.93090 -7.57479 0.063
H 0.22686 -4.18433 -9.99908 0.118
H -0.31268 -5.51240 -8.98214 0.107
H 0.24807 -3.88083 -6.35395 0.099
H 1.96663 -4.24681 -6.40997 0.118
H -0.30185 -6.26858 -6.85168 0.067
H 0.78603 -6.16999 -5.47232 0.071
H 1.41597 -6.62258 -7.06618 0.082
```

---

ORCA calculation (ωB97M-V/def2-TZVPD) on a cluster of 13 separate species, C28H72BN6O20 in total at a distorted geometry.

The value obtained for the HOMO-LUMO gap is 9.82 eV. Its charge is -1. The value obtained for the HOMO energy is -7.95 eV. As for the spin multiplicity: 1.

The geometry in XYZ format:
```
127
Properties=species:S:1:pos:R:3:lowdin_charge:R:1
O -1.51627 3.27489 -2.65159 0.080
C -0.88180 2.23321 -2.35223 -0.262
O -0.72722 1.77914 -1.05507 0.194
B 0.04001 0.53456 -1.00866 -0.903
O 0.44588 0.27812 -2.39003 0.225
C -0.16869 1.12141 -3.22214 -0.361
O -0.24159 1.03339 -4.42825 0.117
O -0.67561 -0.62763 -0.47188 0.214
C -0.17330 -1.03977 0.71013 -0.320
O -0.54085 -1.99327 1.43831 0.078
C 1.00746 -0.10924 1.00918 -0.314
O 1.16892 0.72347 -0.03562 0.200
O 1.76801 -0.17487 2.03174 0.052
O 4.69654 1.67749 4.91167 -0.055
H 4.21490 1.25499 4.20052 0.025
H 4.03138 2.16989 5.39265 0.025
O 1.71167 -3.10894 -6.39042 -0.052
H 1.44545 -3.95821 -6.74269 0.025
H 0.88877 -2.66898 -6.17709 0.026
C 6.54619 3.37207 -0.54237 -0.802
O 6.21577 3.83640 0.55631 0.004
N 7.78940 3.25777 -0.96848 0.158
N 5.69331 2.82055 -1.28598 0.172
H 7.86893 2.82776 -1.87890 0.101
H 8.52567 3.39307 -0.29046 0.118
H 4.71957 2.79060 -1.01945 0.135
H 5.97211 2.20918 -2.04003 0.114
C -0.49326 -7.51590 1.59637 -0.820
O -0.62134 -8.67025 1.24563 0.026
N -0.83926 -6.56602 0.79081 0.166
N 0.10105 -7.07517 2.66223 0.166
H -0.77453 -5.59154 1.04830 0.110
H -1.22187 -6.77173 -0.12099 0.121
H 0.08848 -7.83589 3.32649 0.117
H 0.01126 -6.11311 2.95632 0.113
C -2.25352 3.66067 -9.13487 -0.873
O -2.47777 4.27057 -10.15150 0.027
N -2.88139 3.89278 -8.05396 0.179
N -1.40822 2.70944 -9.09895 0.175
H -2.64525 3.47403 -7.16570 0.122
H -3.53970 4.65829 -8.08074 0.127
H -1.59158 2.08937 -8.32307 0.117
H -1.18733 2.39410 -10.03270 0.127
C -7.56800 0.03745 3.25579 -0.041
C -6.51732 -1.03768 2.81914 -0.474
C -5.10547 -0.87589 3.36363 -0.069
O -6.90705 -2.32494 3.29760 -0.083
H -8.50662 -0.10644 2.72064 0.073
H -7.15876 0.85452 2.66163 0.071
H -7.58348 0.23600 4.32744 0.079
H -6.42011 -1.18132 1.74303 0.135
H -5.14549 -0.79355 4.44978 0.074
H -4.54706 -0.02811 2.96670 0.078
H -4.49259 -1.74963 3.14219 0.080
H -7.14368 -2.25585 4.22542 0.078
C 2.56515 4.93494 -6.69715 -0.080
C 2.42069 6.27788 -6.00544 -0.413
C 1.06792 6.90566 -6.54021 -0.055
O 2.12067 6.02835 -4.57279 -0.085
H 1.74326 4.25657 -6.46822 0.088
H 3.56782 4.61193 -6.41713 0.074
H 2.52139 5.13433 -7.76787 0.076
H 3.27218 6.94824 -6.12226 0.127
H 0.52018 6.18310 -7.14517 0.061
H 1.25059 7.68656 -7.27841 0.062
H 0.46554 7.38376 -5.76777 0.073
H 2.89338 6.06032 -4.00402 0.072
C -6.26477 5.85485 -2.39656 -0.073
C -5.99590 4.94692 -1.19393 -0.458
C -5.24434 5.64401 -0.04840 -0.061
O -7.26074 4.53008 -0.67333 -0.062
H -5.32189 6.07600 -2.89672 0.080
H -6.59177 6.82783 -2.02982 0.078
H -6.97161 5.53546 -3.16237 0.079
H -5.43875 4.10068 -1.59589 0.132
H -4.69920 5.06187 0.69458 0.072
H -5.81755 6.30874 0.59786 0.075
H -4.39140 6.24087 -0.37145 0.072
H -7.89931 5.03005 -1.18699 0.066
C -4.22662 -3.60530 -2.15468 -0.032
C -3.88454 -4.45664 -3.47557 -0.514
C -2.82759 -3.88149 -4.36392 -0.065
O -3.46072 -5.65365 -2.97195 -0.047
H -3.95588 -2.57811 -2.39898 0.062
H -3.82158 -3.76336 -1.15515 0.076
H -5.31493 -3.56689 -2.10765 0.060
H -4.77727 -4.55573 -4.09307 0.125
H -2.53918 -4.71330 -5.00658 0.080
H -1.96819 -3.49292 -3.81753 0.084
H -3.12161 -3.03150 -4.97969 0.080
H -4.16818 -5.91484 -2.37793 0.092
C 4.46147 -5.83658 5.06490 -0.033
C 3.71484 -4.39764 5.19623 -0.464
C 2.47778 -4.54777 6.05604 -0.067
O 4.58357 -3.46511 5.77414 -0.069
H 3.85444 -6.56196 4.52321 0.062
H 4.79738 -6.28444 6.00014 0.069
H 5.31066 -5.76256 4.38557 0.060
H 3.58237 -3.96522 4.20448 0.132
H 2.70391 -4.99927 7.02202 0.080
H 1.84934 -5.32256 5.61688 0.067
H 1.99040 -3.58209 6.19023 0.074
H 4.39548 -2.53089 5.65818 0.091
C 7.96783 -1.07308 1.49413 -0.060
C 6.66436 -1.73827 0.88294 -0.428
C 6.70843 -1.81913 -0.71183 -0.035
O 6.59192 -2.99541 1.50899 -0.068
H 8.85717 -1.58105 1.12108 0.073
H 7.85575 -1.02835 2.57743 0.068
H 8.04777 -0.01611 1.24011 0.060
H 5.86188 -1.12458 1.29222 0.124
H 6.31827 -2.69709 -1.22668 0.067
H 7.62583 -1.61749 -1.26484 0.062
H 5.98349 -1.09383 -1.08131 0.055
H 6.39007 -2.91256 2.44386 0.081
C -1.76514 -0.68488 7.67988 -0.081
C -0.57990 -0.27085 8.50844 -0.494
C 0.33007 0.36713 7.45928 -0.072
O -1.04008 0.64611 9.49189 -0.049
H -1.95176 -0.01221 6.84276 0.077
H -2.64083 -0.62322 8.32599 0.080
H -1.64232 -1.64644 7.18146 0.084
H -0.18208 -1.14670 9.02100 0.137
H 0.50993 -0.32993 6.64083 0.079
H 1.29321 0.53298 7.94195 0.068
H -0.01801 1.29791 7.01143 0.087
H -0.34768 0.77699 10.14386 0.085
```